# 1
This record from the OMol25 dataset describes a 9-piece molecular cluster, C56H73F9N11O6PS overall at a distorted geometry. The level of theory is ωB97M-V with the def2-TZVPD basis set.

Summary:
net charge: 0
SMILES: CNCc1c(CCCCCCCCOC(C)=O)c2c(c(P(=N)(O)O)c1CCC(F)(F)C(F)(F)S(F)(F)(F)(F)F)C(=O)NC2=O.c1cc[nH]c1.c1cc[nH]c1.c1cc[nH]c1.c1cc[nH]c1.c1cc[nH]c1.c1cc[nH]c1.c1cc[nH]c1.c1cc[nH]c1

Geometry (Å):
C (4.59592, -2.60505, -4.39716)
N (4.58050, -1.64559, -3.28268)
C (5.08638, -2.25337, -2.04678)
C (4.38965, -1.75092, -0.79070)
C (3.02895, -2.06460, -0.63390)
C (2.19392, -2.76518, -1.67599)
C (1.50398, -1.80020, -2.67313)
C (0.03231, -2.11731, -2.92762)
C (-0.92201, -1.70664, -1.79548)
C (-2.28099, -1.19612, -2.29105)
C (-3.35997, -1.41946, -1.23088)
C (-4.74310, -0.86026, -1.60276)
C (-5.45757, -0.18314, -0.43968)
O (-5.22120, 1.24297, -0.53499)
C (-5.86418, 1.99479, 0.40066)
C (-6.54126, 3.20545, -0.18586)
O (-5.87762, 1.70394, 1.56348)
C (2.44951, -1.74900, 0.58800)
C (3.15164, -1.10258, 1.59459)
C (4.47036, -0.68149, 1.43182)
P (5.16386, 0.24636, 2.86329)
N (4.08952, 1.09118, 3.56680)
O (6.42841, 1.12450, 2.42195)
O (5.81529, -0.93821, 3.73450)
C (5.10139, -1.04120, 0.20772)
C (6.55670, -0.70528, -0.08185)
C (6.81344, 0.17646, -1.31409)
C (6.83165, 1.68834, -1.15245)
F (7.55049, 2.04167, -0.06465)
F (7.47337, 2.19964, -2.23827)
C (5.40670, 2.31991, -1.06259)
F (4.63763, 1.71705, -1.98511)
F (4.90041, 2.03948, 0.13913)
S (5.25333, 4.20143, -1.36028)
F (5.64913, 3.96388, -2.87868)
F (3.72140, 4.01973, -1.72502)
F (4.85159, 4.47275, 0.14431)
F (6.77801, 4.41398, -0.97603)
F (5.13446, 5.73924, -1.65780)
C (2.20944, -1.04601, 2.77731)
O (2.40801, -1.12351, 3.94597)
N (0.89397, -1.15427, 2.19252)
C (1.08180, -2.03823, 1.10932)
O (0.31918, -2.91357, 0.79087)
H (5.58472, -3.05717, -4.54803)
H (4.27594, -2.10674, -5.30915)
H (3.90878, -3.42586, -4.18062)
H (5.25003, -0.93442, -3.55572)
H (4.92480, -3.33452, -2.08371)
H (6.16588, -2.13381, -1.94515)
H (2.83198, -3.46061, -2.22300)
H (1.44795, -3.36262, -1.15361)
H (1.60668, -0.77325, -2.31412)
H (2.02971, -1.85231, -3.62475)
H (-0.07815, -3.19188, -3.09773)
H (-0.26939, -1.60349, -3.84472)
H (-0.45963, -0.94192, -1.16340)
H (-1.11817, -2.57745, -1.16501)
H (-2.22578, -0.13008, -2.52578)
H (-2.55556, -1.76775, -3.18264)
H (-3.44517, -2.49704, -1.06690)
H (-3.03118, -0.97848, -0.28495)
H (-5.38712, -1.68468, -1.91880)
H (-4.67653, -0.15494, -2.43292)
H (-5.06484, -0.52925, 0.51691)
H (-6.52676, -0.39380, -0.44943)
H (-7.61765, 3.06980, -0.08276)
H (-6.28198, 3.27709, -1.23976)
H (-6.21699, 4.10450, 0.33349)
H (4.34379, 2.07141, 3.60000)
H (7.26819, 0.69324, 2.62024)
H (5.66147, -1.80354, 3.33742)
H (7.05207, -0.30812, 0.78975)
H (7.04717, -1.65972, -0.28820)
H (7.82864, -0.02819, -1.66580)
H (6.14452, -0.06238, -2.13425)
H (0.25870, -1.56225, 2.87541)
C (-10.17658, -1.46524, 1.03117)
C (-10.57164, -2.43859, 0.07144)
C (-10.11388, -2.01845, -1.14759)
N (-9.45746, -0.83331, -0.96341)
C (-9.48442, -0.49208, 0.36291)
H (-10.36955, -1.48455, 2.09034)
H (-11.12041, -3.34602, 0.25890)
H (-10.19066, -2.46045, -2.12627)
H (-9.01826, -0.30051, -1.69092)
H (-9.00876, 0.40716, 0.71689)
C (-3.80874, 4.64300, 3.63202)
C (-2.91702, 5.00910, 4.67742)
C (-2.56598, 3.85767, 5.33083)
N (-3.21224, 2.81677, 4.72380)
C (-3.96945, 3.28310, 3.68519)
H (-4.27666, 5.30461, 2.92244)
H (-2.57203, 6.00242, 4.91621)
H (-1.91041, 3.68602, 6.16888)
H (-3.14162, 1.85496, 4.99872)
H (-4.55384, 2.61567, 3.07284)
C (-0.38621, -6.55344, -3.57338)
C (-1.57350, -7.22037, -3.16358)
C (-1.69053, -7.04997, -1.80910)
N (-0.62274, -6.30801, -1.38652)
C (0.17531, -6.00177, -2.45289)
H (0.00716, -6.48704, -4.57382)
H (-2.25962, -7.76340, -3.79168)
H (-2.43763, -7.39263, -1.11391)
H (-0.44836, -6.03071, -0.43769)
H (1.07129, -5.42058, -2.31986)
C (4.61444, -6.86374, 1.94230)
C (3.19860, -6.96659, 1.86469)
C (2.71663, -5.72814, 1.53347)
N (3.78492, -4.88417, 1.40813)
C (4.94516, -5.56626, 1.65504)
H (5.30807, -7.65190, 2.18177)
H (2.60444, -7.84852, 2.03467)
H (1.71156, -5.37196, 1.37884)
H (3.72014, -3.91066, 1.17183)
H (5.90228, -5.07515, 1.60401)
C (10.42129, 7.52310, -0.26397)
C (9.24747, 6.72766, -0.37207)
C (9.62405, 5.50940, -0.86965)
N (10.97844, 5.53939, -1.06631)
C (11.47214, 6.76179, -0.69944)
H (10.48475, 8.53722, 0.09281)
H (8.24279, 7.01754, -0.11344)
H (9.05498, 4.62813, -1.09889)
H (11.52567, 4.78118, -1.42756)
H (12.52219, 6.98446, -0.77844)
C (-3.94814, 4.97819, -5.30444)
C (-3.84487, 5.60548, -4.03190)
C (-4.11065, 4.65054, -3.08878)
N (-4.36906, 3.47437, -3.73714)
C (-4.27151, 3.66502, -5.08872)
H (-3.80004, 5.43896, -6.26648)
H (-3.60349, 6.63613, -3.83451)
H (-4.13162, 4.70459, -2.01362)
H (-4.59214, 2.60561, -3.28563)
H (-4.43681, 2.85489, -5.77784)
C (-2.56896, 7.96315, 9.27765)
C (-1.94634, 6.95144, 10.05858)
C (-1.90645, 5.81534, 9.29438)
N (-2.48064, 6.10077, 8.08717)
C (-2.88515, 7.40568, 8.06696)
H (-2.76172, 8.98128, 9.57130)
H (-1.57149, 7.04759, 11.06367)
H (-1.51951, 4.83361, 9.50738)
H (-2.59149, 5.45116, 7.32851)
H (-3.36195, 7.82471, 7.19756)
C (-7.66587, -4.40690, -1.62184)
C (-8.66436, -5.37420, -1.91795)
C (-8.02533, -6.56254, -2.15103)
N (-6.68165, -6.35099, -2.00644)
C (-6.45347, -5.04157, -1.68256)
H (-7.82263, -3.36827, -1.38641)
H (-9.72930, -5.21562, -1.95317)
H (-8.41080, -7.53513, -2.40373)
H (-5.97109, -7.04907, -2.12232)
H (-5.45304, -4.67600, -1.52378)

***

# 2
This record from the OMol25 dataset describes C26H34AuN4OS2Si as an isolated structure. The level of theory is ωB97M-V with the def2-TZVPD basis set.

Summary:
net charge: +1

Geometry (Å):
Au (0.59207, 0.76214, -1.35013)
C (0.50837, -1.21960, -0.88036)
Si (-0.13130, -1.49065, 0.87496)
C (0.34182, -0.03463, 1.98154)
N (0.28678, 1.32061, 1.44147)
C (1.48288, 2.12911, 1.63768)
C (1.61933, 2.66907, 3.06835)
C (0.23730, 3.01138, 3.64345)
C (-0.76226, 3.30285, 2.53154)
C (-0.96019, 2.05527, 1.66137)
C (0.71269, -3.01241, 1.55852)
C (2.10660, -3.03552, 1.67780)
C (2.77084, -4.16559, 2.12642)
C (2.04740, -5.30232, 2.46287)
C (0.66559, -5.30140, 2.35364)
C (0.00552, -4.16604, 1.90182)
C (-1.97629, -1.82043, 0.79465)
C (-2.86185, -1.36714, 1.77032)
C (-4.22187, -1.64660, 1.69648)
C (-4.72353, -2.40396, 0.65084)
C (-3.85604, -2.90049, -0.31506)
C (-2.50316, -2.60767, -0.23549)
H (-0.10477, -1.71604, -1.63468)
H (1.51815, -1.61830, -0.98531)
H (1.36011, -0.23704, 2.33221)
H (-0.26883, -0.11386, 2.89701)
H (1.44176, 2.95738, 0.92282)
H (2.35735, 1.53648, 1.36555)
H (2.26983, 3.54641, 3.06121)
H (2.10583, 1.92630, 3.70411)
H (0.30416, 3.85286, 4.33315)
H (-0.13631, 2.16400, 4.22704)
H (-0.41731, 4.13940, 1.91730)
H (-1.72431, 3.60048, 2.95116)
H (-1.42573, 2.35120, 0.71420)
H (-1.66733, 1.38830, 2.16299)
H (2.68974, -2.15449, 1.42354)
H (3.84939, -4.16218, 2.21632)
H (2.56311, -6.18778, 2.81106)
H (0.10048, -6.18479, 2.62133)
H (-1.07579, -4.17766, 1.82654)
H (-2.49968, -0.77882, 2.60591)
H (-4.88985, -1.27410, 2.46231)
H (-5.78133, -2.62521, 0.59751)
H (-4.23600, -3.52873, -1.11194)
H (-1.82800, -3.05015, -0.96584)
O (0.87193, 2.80188, -1.85360)
N (2.09238, 3.07192, -2.34384)
C (2.24646, 4.29485, -2.89731)
C (3.45751, 4.69290, -3.39002)
C (4.53556, 3.80929, -3.31907)
C (4.35529, 2.56753, -2.76137)
C (3.10805, 2.18658, -2.25500)
S (2.87722, 0.62628, -1.52282)
H (1.34974, 4.89457, -2.89514)
H (3.55370, 5.67657, -3.82394)
H (5.50399, 4.09420, -3.70576)
H (5.16362, 1.85288, -2.70260)
C (-2.69090, -1.69700, -4.22040)
N (-2.51980, -0.94372, -2.98878)
C (-2.01072, 0.26824, -2.91366)
N (-1.72823, 0.94756, -4.02024)
S (-1.76327, 1.00786, -1.35460)
H (-2.97305, -2.71396, -3.96586)
H (-1.75526, -1.72532, -4.78101)
H (-3.48081, -1.26948, -4.84084)
H (-2.73945, -1.37206, -2.09681)
H (-1.97285, 0.61721, -4.93968)
H (-1.36648, 1.88156, -3.91583)

***

# 3
This record from the OMol25 dataset describes C14H36Cr2O28P2V as an isolated structure at a distorted geometry. The level of theory is ωB97M-V with the def2-TZVPD basis set.

Summary:
multiplicity: 8
net charge: -2
expectation value of S²: 16.1826

Geometry (Å):
Cr (2.37692, -1.31976, 0.07712)
Cr (1.68606, 1.70219, 1.61801)
O (2.21857, 1.94060, -3.21001)
V (3.10204, 1.26064, -1.99493)
O (4.03993, 2.41824, -1.42821)
P (3.40699, 0.15893, 2.89228)
O (1.96218, 0.62211, 3.15459)
O (4.14896, -0.17157, 4.17184)
O (3.49713, 1.53947, 2.24796)
O (3.22522, -0.94156, 1.78093)
P (0.79623, 0.69218, -0.55217)
O (0.83541, 0.05762, 0.79398)
O (2.24455, 0.69286, -0.03042)
O (1.16429, 2.13722, -0.21627)
O (1.69068, -0.16412, -1.51488)
C (4.87521, -1.26565, -1.78293)
O (4.40557, -0.43523, -2.53769)
O (4.18498, -1.64864, -0.79985)
O (6.08894, -1.53835, -1.97126)
C (0.96717, -3.50000, 0.21410)
O (0.32734, -4.48724, 0.19999)
O (1.80781, -3.05243, 1.00576)
O (1.13587, -2.67350, -0.72361)
C (-3.22335, -0.68292, -2.92968)
C (-1.73582, -1.04554, -2.99485)
O (-1.10383, -0.48169, -4.15029)
O (-3.19485, 0.54591, -2.47129)
H (-3.67636, -1.37211, -2.21701)
H (-3.58576, -0.75604, -3.95506)
H (-1.71670, -2.13451, -3.03807)
H (-1.22502, -0.91118, -2.04138)
H (-0.61204, -1.19963, -4.55563)
H (-2.51291, 0.96326, -3.00268)
C (-0.45926, -1.61556, 4.16383)
C (-1.02199, -0.80372, 5.41432)
O (-0.36477, 0.44838, 5.52906)
O (0.91702, -2.00265, 4.15623)
H (-0.50447, -1.05425, 3.23056)
H (-1.02351, -2.54373, 4.07320)
H (-0.85244, -1.43269, 6.28825)
H (-2.06939, -0.73672, 5.12006)
H (-0.55256, 0.95199, 6.32449)
H (1.13327, -2.36666, 3.29464)
C (-1.70440, 3.56988, -1.92652)
C (-2.54046, 3.27477, -0.64463)
O (-2.35344, 2.10060, 0.08864)
O (-0.28065, 3.93112, -1.76937)
H (-2.30763, 4.35820, -2.37682)
H (-1.86463, 2.70907, -2.57570)
H (-3.58190, 3.07647, -0.89800)
H (-2.48794, 4.08024, 0.08786)
H (-2.98437, 1.41665, -0.14746)
H (0.06983, 3.21389, -1.23613)
C (-0.74602, 3.18938, 2.73817)
C (0.50551, 3.95384, 3.20916)
O (1.67125, 3.57505, 2.51078)
O (-0.40831, 1.93433, 2.14006)
H (-1.43559, 3.67816, 2.04993)
H (-1.40678, 3.08637, 3.59892)
H (0.67014, 3.85534, 4.28214)
H (0.24701, 5.01100, 3.14852)
H (2.19444, 4.37095, 2.39073)
H (-1.16869, 1.51265, 1.73314)
C (-2.11919, -2.11592, 0.95045)
C (-3.35634, -1.25232, 1.21152)
O (-3.63555, -0.79042, 2.60990)
O (-2.23296, -3.15350, 1.89542)
H (-1.18683, -1.55163, 0.93107)
H (-2.30481, -2.55051, -0.03177)
H (-4.22479, -1.83713, 0.90835)
H (-3.40850, -0.34600, 0.60823)
H (-3.39352, -1.60150, 3.06285)
H (-1.81740, -3.95390, 1.56638)
C (1.79342, -1.78240, -4.13399)
C (1.58200, -1.86622, -5.62079)
O (0.28683, -2.05958, -6.01398)
O (1.03046, -2.79351, -3.51573)
H (1.65526, -0.73204, -3.87756)
H (2.83676, -2.02371, -3.93074)
H (2.19385, -2.69121, -5.98568)
H (2.07349, -0.92024, -5.84813)
H (0.12249, -2.97718, -6.24333)
H (1.21460, -2.69300, -2.57894)

***

| no. | E (eV) |
| --- | --- |
| 1 | -132512.18567 |
| 2 | -68756.89721 |
| 3 | -173534.57747 |